The following is a quantum chemistry calculation of a cluster of 12 separate species, C5H32O11 in total at a distorted geometry, from the Open Molecules 2025 dataset.

Each line ends with the Mulliken charge.
Element x y z (Å)
1 C 3.0608 1.6737 -0.4960  -1.058
2 C 2.1775 1.0106 0.2271  -0.098
3 C 0.6903 1.1361 0.0591  1.250
4 C -0.0411 0.9412 1.3866  0.524
5 C -1.5612 1.1118 1.1885  -0.918
6 H 2.8173 2.4006 -1.2661  0.304
7 H 4.1416 1.5140 -0.3847  0.244
8 H 2.4899 0.2541 0.9666  0.037
9 H 0.4803 2.1386 -0.3947  -0.275
10 H 0.3323 0.4111 -0.6500  -0.418
11 H 0.3558 1.6535 2.1430  0.480
12 H 0.1335 -0.0832 1.7440  -0.487
13 H -2.1131 1.1191 2.1308  0.378
14 H -1.7713 2.0627 0.6716  0.074
15 H -1.9450 0.3138 0.5399  0.115
16 O -0.9090 4.2380 -0.7779  -0.703
17 H -1.0718 3.3583 -1.2352  0.284
18 H -1.7724 4.4867 -0.4286  0.311
19 O -1.3907 -0.5966 -1.9834  -0.812
20 H -0.5366 -0.9203 -2.3258  0.417
21 H -1.4106 -0.9088 -1.0290  0.380
22 O 1.2732 -1.2420 3.5375  -0.719
23 H 0.3677 -1.1137 3.8413  0.327
24 H 1.6691 -0.3689 3.4829  0.338
25 O 1.2562 -2.6837 1.2519  -0.834
26 H 1.3210 -2.1925 2.0870  0.402
27 H 0.3400 -2.4822 0.9114  0.483
28 O -1.5349 2.0587 -2.1655  -0.658
29 H -2.1038 2.1638 -2.9287  0.239
30 H -1.4582 1.0794 -1.9409  0.476
31 O 0.8646 -1.8670 -2.7658  -0.718
32 H 1.5150 -1.9049 -2.0415  0.430
33 H 1.3017 -1.7239 -3.6043  0.244
34 O 2.7468 -2.0346 -0.8478  -0.689
35 H 2.2378 -2.2061 0.0018  0.453
36 H 3.3902 -2.7440 -0.8941  0.274
37 O -3.4153 -2.1158 1.8386  -0.607
38 H -3.8110 -2.9033 2.2279  0.265
39 H -3.7311 -1.3709 2.3531  0.290
40 O 1.2607 4.3972 0.8691  -0.705
41 H 0.4816 4.3891 0.2820  0.480
42 H 1.8267 3.6726 0.5891  0.307
43 O -1.2633 -3.4006 -2.0553  -0.808
44 H -0.4194 -3.0218 -2.3621  0.421
45 H -1.9308 -2.8435 -2.5014  0.350
46 O -1.1751 -2.0365 0.2662  -0.895
47 H -1.9024 -2.0784 0.9048  0.360
48 H -1.2635 -2.7414 -0.4232  0.467

## Properties
SMILES = C=CCCC.O.O.O.O.O.O.O.O.O.O.O
calculated total energy = -1037.3637 hartree
charge = 0
largest force on an atom = 1.27 eV/Å